DFT (ωB97M-V/def2-TZVPD) results for the ion C7H13N5O with charge +2 in a non-equilibrium geometry.

- frontier orbital gap (Ha) = 0.3360
- LUMO level (Ha) = -0.25331
- max |F| (hartree/bohr) = 0.1693
- SMILES = CO[C@H]1NC(=[NH2+])Nc2[nH]c[n+](C)c21
- net charge = +2

Last column: Mulliken charge in e.
Atoms and positions in Å:
C -0.60 -0.57 -0.24  0.07
H 1.89 -2.94 0.51  0.21
C 0.08 -2.05 0.21  0.23
C 2.15 -1.02 -0.15  0.45
C -2.10 -2.18 0.25  -0.29
H -0.03 3.36 1.59  0.32
N 3.48 -1.17 -0.14  -0.37
H 3.79 -2.03 0.23  0.19
H -0.93 -3.66 0.87  0.14
H 4.26 -0.49 -0.46  0.29
N 1.42 -2.13 0.26  -0.08
H -3.41 0.37 0.39  0.44
C 0.36 2.83 0.67  -0.83
H -3.82 -0.56 -0.94  0.37
N -0.96 -2.80 0.48  0.04
H -3.05 -2.68 0.37  0.44
N 1.58 0.09 -0.68  -0.14
O 0.30 1.41 0.72  -0.30
H -2.42 0.91 -0.82  0.26
C -2.99 -0.03 -0.49  -0.83
H 2.30 0.73 -0.92  0.24
N -1.90 -0.89 -0.13  -0.06
H -0.13 1.21 -1.40  0.61
C 0.26 0.72 -0.46  -0.06
H -0.31 3.43 -0.05  0.32
H 1.31 3.36 0.58  0.34

DFT (ωB97M-V/def2-TZVPD) results for an isolated molecule of C7H13NO in a non-equilibrium geometry.

- frontier orbital gap (Ha) = 0.3020
- LUMO level (Ha) = 0.01744
- max |F| (hartree/bohr) = 0.0246
- SMILES = CC1(C)[C@H]([O-])[N@H+]2C[C@]21C

Last column: Mulliken charge in e.
Atoms and positions in Å:
O -1.57 -0.08 2.06  -0.69
H -1.38 0.30 -2.44  0.42
C 0.12 -1.68 -1.32  -1.34
H 0.87 2.23 -0.31  0.33
H 1.38 -0.35 2.32  0.44
H 1.28 1.97 1.38  0.41
C 1.28 1.50 0.39  -1.57
C -1.03 0.63 -1.47  -0.98
C -0.08 -0.30 -0.79  0.65
H 0.42 -1.63 1.61  0.41
C 1.12 -0.82 1.37  -1.93
H 1.12 -1.73 -1.77  0.36
H -0.84 1.70 -1.44  0.18
C -1.16 0.58 1.09  -0.10
H -1.18 1.69 1.13  0.31
H 2.02 -1.26 0.94  0.38
H 0.09 -2.42 -0.52  0.29
H -2.81 0.00 -0.39  0.24
C 0.47 0.20 0.46  1.67
H -0.62 -1.94 -2.07  0.40
N -1.80 0.09 -0.36  -0.28
H 2.32 1.31 0.11  0.39

DFT (ωB97M-V/def2-TZVPD) results for an isolated molecule of C7H13NO in a non-equilibrium geometry.

- frontier orbital gap (alpha / beta) (Ha) = 0.2531 / 0.3055
- LUMO level (alpha / beta) (Ha) = 0.02989 / -0.05040
- max |F| (hartree/bohr) = 0.0963
- 2S+1 = 3

Last column: Mulliken charge in e.
Atoms and positions in Å:
H -2.37 -2.16 -0.88  0.31
C 0.01 1.27 -0.74  -0.24
H 3.23 0.73 0.26  0.41
H -0.10 0.79 -1.75  0.25
C -1.19 1.98 -0.18  0.19
H 1.79 1.64 -1.70  0.27
H -1.88 -1.14 1.86  0.33
C -1.57 -1.36 -0.97  -1.36
C 2.17 0.54 0.26  -1.28
H 1.92 0.64 1.28  0.33
C -1.25 -0.32 0.05  0.67
H -0.28 -1.84 1.45  0.31
C 1.45 1.58 -0.59  -0.12
O -1.38 3.14 -0.13  -0.58
N -2.05 0.92 0.02  -0.11
H -2.89 0.95 0.52  0.22
H 1.65 2.54 -0.10  0.28
H -0.68 -1.88 -1.12  0.35
H -0.37 -0.16 2.09  0.29
H 2.11 -0.47 -0.04  0.32
H -1.83 -0.79 -1.85  0.40
C -0.89 -0.86 1.37  -1.23

DFT (ωB97M-V/def2-TZVPD) results for a structure of composition C7H13NO2 in a non-equilibrium geometry.

- frontier orbital gap (Ha) = 0.3791
- LUMO level (Ha) = 0.02977
- max |F| (hartree/bohr) = 0.0890

Last column: Mulliken charge in e.
Atoms and positions in Å:
H 1.59 -1.09 -1.11  0.32
C -1.08 1.70 -0.64  -0.36
C 0.97 0.47 1.05  -1.25
H 0.15 -2.63 1.85  0.28
H 0.65 0.85 2.01  0.38
N 0.45 -1.67 2.02  -0.72
C 0.48 -0.93 0.76  1.78
O -1.21 -1.21 -1.15  -0.38
H -1.13 3.77 -0.83  0.27
H 2.04 0.58 0.95  0.33
C -0.96 0.14 -1.55  -0.65
C -0.63 2.85 -1.10  -0.56
H -0.27 -1.27 2.62  0.31
H 2.35 -1.88 0.29  0.50
O -1.92 -0.76 0.97  -0.61
H -1.94 1.56 0.00  0.31
H -1.70 0.33 -2.32  0.43
H 0.31 2.93 -1.63  0.28
C -0.99 -0.85 0.18  0.43
C 1.40 -1.68 -0.21  -1.84
H 0.04 0.21 -1.99  0.26
H 0.45 1.21 0.33  0.12
H 0.95 -2.62 -0.51  0.39

DFT (ωB97M-V/def2-TZVPD) results for a cluster of 2 separate species, C7H13NO2 in total in a non-equilibrium geometry.

- frontier orbital gap (Ha) = 0.3523
- LUMO level (Ha) = 0.00383
- max |F| (hartree/bohr) = 0.0556
- SMILES = C=CC(C)=O.CNC(C)=O

Last column: Mulliken charge in e.
Atoms and positions in Å:
H -0.15 1.27 2.90  0.27
H 2.39 -1.89 0.98  0.41
C 1.78 -1.31 0.29  -1.27
H 0.35 2.45 -1.74  0.36
O 1.74 0.90 1.24  -0.57
H -0.48 -1.95 -2.19  0.25
H -0.99 2.89 -0.67  0.29
H 1.01 -1.95 -0.13  0.23
C -1.21 -1.27 -1.78  -1.04
H -1.34 0.00 3.50  0.31
H -2.12 -1.37 -2.37  0.34
H -1.43 -1.53 -0.74  0.25
C 1.19 -0.16 1.06  1.02
N -0.53 0.84 -0.77  -0.11
H 0.59 2.43 0.00  0.33
H 2.41 -0.92 -0.51  0.31
H -0.80 0.40 0.18  0.26
C -0.70 0.15 -1.93  0.79
C -0.13 2.23 -0.79  -1.01
H -0.43 -1.58 1.82  0.34
C -0.56 0.28 2.82  -0.64
O -0.46 0.63 -3.02  -0.65
C -0.12 -0.54 1.86  -0.47

DFT (ωB97M-V/def2-TZVPD) results for a cluster of 2 separate species, C7H13NO2S in total in a non-equilibrium geometry.

- frontier orbital gap (Ha) = 0.3431
- LUMO level (Ha) = -0.01254
- max |F| (hartree/bohr) = 0.1204

Last column: Mulliken charge in e.
Atoms and positions in Å:
C -0.75 0.64 0.67  -0.49
O 3.28 -2.17 -0.15  -0.42
H -0.75 2.44 -0.47  0.28
H 0.92 -1.14 1.62  0.49
H -1.61 2.57 1.00  0.41
H -0.80 0.31 1.71  0.39
C 0.25 -0.04 -1.63  -1.31
H 1.16 -0.05 -2.21  0.39
H 1.23 0.84 -0.03  0.60
C 0.53 0.08 -0.15  -0.08
H -0.65 -2.33 -0.07  0.33
H 0.73 -3.29 1.02  0.36
C -0.68 2.14 0.57  -1.29
C 0.46 -2.59 0.13  -1.34
O 5.52 1.78 0.34  -0.50
H -1.76 0.34 0.25  0.27
H -0.15 -1.10 -1.91  0.23
C 1.05 -1.21 0.50  0.51
N 3.29 0.71 0.28  -0.44
H 0.80 -2.93 -0.90  0.33
C 2.53 -1.28 0.26  0.22
H -0.39 0.66 -2.25  0.33
S 4.78 0.54 0.21  0.42
H 0.21 2.51 1.12  0.33

DFT (ωB97M-V/def2-TZVPD) results for a structure of composition C7H13NOPSc in a non-equilibrium geometry.

- frontier orbital gap (alpha / beta) (Ha) = 0.1734 / 0.1765
- LUMO level (alpha / beta) (Ha) = -0.02100 / -0.01405
- max |F| (hartree/bohr) = 0.0873

Last column: Mulliken charge in e.
Atoms and positions in Å:
H 0.89 -0.34 -0.99  0.35
H -0.74 0.98 3.62  0.32
C -1.29 1.78 -2.58  -0.60
H 2.24 -0.10 2.09  0.21
H -0.37 3.73 -1.99  0.39
C 0.21 -0.10 2.05  0.88
P -0.21 -3.37 -0.48  -0.23
N 1.42 -0.58 1.74  -0.25
C 0.61 1.87 -1.23  -0.89
H -0.66 -4.13 -1.63  0.13
H -1.55 -0.46 -2.58  0.31
C -0.35 2.64 -1.95  -0.37
Sc -1.98 -1.97 0.66  0.19
H 0.32 -4.51 0.26  0.11
O -0.82 -0.71 1.61  -0.36
H 1.45 2.28 -0.67  0.38
H 1.03 1.20 3.50  0.38
H 1.05 -2.95 -1.05  0.15
H 1.50 -1.45 1.21  0.17
H -2.12 2.12 -3.22  0.37
C -1.03 0.46 -2.27  -0.59
C 0.32 0.52 -1.34  -0.14
C 0.10 1.09 2.92  -1.20
H -0.03 2.00 2.32  0.29

DFT (ωB97M-V/def2-TZVPD) results for a structure of composition C7H13O in a non-equilibrium geometry.

- frontier orbital gap (Ha) = 0.2337
- LUMO level (Ha) = 0.11940
- max |F| (hartree/bohr) = 0.0859
- net charge = -1

Last column: Mulliken charge in e.
Atoms and positions in Å:
C -2.86 -1.65 -0.30  -1.01
H -3.86 -1.45 -0.74  0.29
H 2.20 2.86 -0.76  0.30
O 2.25 2.22 1.16  -0.88
H -2.99 -2.06 0.73  0.24
H 1.02 -2.59 -0.30  0.42
H -0.34 -2.97 0.65  0.24
C 0.76 1.23 -0.43  -0.05
C -0.05 -2.37 -0.25  -1.59
H 2.90 1.26 -0.52  0.13
C -0.54 -0.94 -0.26  0.52
H -2.57 2.36 1.57  0.08
H -2.71 -2.66 -0.76  0.27
H 0.14 1.12 0.59  -0.22
C 0.56 -0.04 0.19  -0.31
C -1.84 -0.56 -0.40  -0.14
H -1.92 2.25 1.90  -0.09
C 2.04 1.94 -0.16  -0.54
H 0.52 1.32 -1.48  0.43
H -0.58 -2.84 -1.08  0.35
H 1.33 -0.53 0.75  0.54

DFT (ωB97M-V/def2-TZVPD) results for the ion C7H13O with charge -1 in a non-equilibrium geometry.

- frontier orbital gap (Ha) = 0.1825
- LUMO level (Ha) = 0.14861
- max |F| (hartree/bohr) = 0.0621
- net charge = -1

Last column: Mulliken charge in e.
Atoms and positions in Å:
C 0.82 -1.51 -0.79  -0.51
H -1.86 3.52 -0.97  0.15
H 2.38 -1.24 0.85  0.13
C -0.75 2.25 0.51  -0.52
H -0.59 0.59 -0.73  -0.05
O -0.45 -2.28 0.98  -0.61
H 2.54 -0.23 -0.70  0.15
H -0.40 2.88 1.22  0.55
C 1.07 0.52 0.66  -1.27
C -2.00 2.66 -0.16  -1.20
C 0.16 -2.76 -0.20  -0.39
H 1.60 0.92 1.50  0.22
H 1.19 -1.82 -1.81  0.32
H -0.64 -3.12 -0.84  0.24
H -0.15 -1.34 1.29  0.37
H -0.09 -0.94 -0.98  0.06
C 1.76 -0.62 0.01  -0.16
H 0.70 -3.62 0.22  0.26
H -2.57 1.99 -0.77  0.35
C -0.10 1.12 0.15  0.60
H -2.65 3.03 0.57  0.32

DFT (ωB97M-V/def2-TZVPD) results for an isolated molecule of C7H13OP in a non-equilibrium geometry.

- frontier orbital gap (Ha) = 0.3538
- LUMO level (Ha) = 0.03357
- max |F| (hartree/bohr) = 0.1200
- SMILES = CC1=CC[C@@H](C)[P@]1(C)=O

Last column: Mulliken charge in e.
Atoms and positions in Å:
H -1.27 -0.65 2.54  0.36
C -0.70 0.41 -1.31  -0.78
O 1.24 0.84 2.05  -0.77
H -2.07 2.66 -0.26  0.47
H 3.18 -1.28 0.22  0.30
H -0.37 -1.89 1.91  0.37
H -1.39 -0.44 -0.99  0.14
H 3.01 -1.55 -1.53  0.33
H 0.26 2.14 -0.42  0.41
H -1.54 -1.25 0.78  0.30
H -1.06 0.98 -2.26  0.42
C 1.37 -0.86 -0.70  0.36
C 2.52 -1.69 -0.53  -1.11
C -0.89 -0.98 1.64  -1.05
C -0.45 1.36 -0.09  0.26
H -1.48 2.31 1.44  0.37
C 0.58 -0.38 -1.62  -0.43
H -2.48 1.24 0.58  0.36
H 2.11 -2.65 -0.24  0.27
P 0.42 0.15 1.05  0.69
C -1.72 1.94 0.43  -1.60
H 0.71 -0.43 -2.70  0.36

One value per record, in order, for ΔE to the lowest compared entry with this formula, charge and spin: 250.0 354.7 31.4 436.1 164.6 405.5 225.0 655.2 187.8 68.5 kJ/mol.